A 2-piece molecular cluster, C5H6FN overall, computed with the ωB97M-V functional and the def2-TZVPD basis.

The HOMO energy (spin up / spin down) comes out at -0.32841 / -0.33937 hartree. The HOMO-LUMO gap (spin up / spin down) is 8.0 / 9.1 eV. Its total energy is -348.53734 hartree.

```
13
Properties=species:S:1:pos:R:3:forces:R:3
C -0.188 0.990 -2.870 -2.382 1.641 -1.224
C 0.221 -0.204 1.168 0.278 -0.398 0.231
C -0.517 -0.088 0.101 3.168 0.144 -0.155
C -0.327 -0.375 2.548 -1.312 -1.263 0.415
C 0.796 0.185 -2.330 2.209 0.731 1.147
N -1.077 1.582 -3.352 1.415 -0.774 0.855
F 0.730 -1.068 -2.718 0.105 -1.226 -0.199
H 1.302 -0.340 1.200 -0.009 0.090 -0.778
H -1.469 0.171 -0.166 -2.241 0.368 -0.639
H 0.354 0.034 3.299 -0.352 0.293 -0.091
H -1.381 0.058 2.588 1.401 -0.762 0.419
H -0.312 -1.514 2.746 -0.428 1.717 -0.134
H 1.870 0.570 -2.215 -1.852 -0.561 0.153
```
Forces are in eV/Å.

Atomic partial charges in e from the natural (NBO) method, atoms 1 to 5: 0.13 -0.30 -0.07 -0.64 0.18



A 2-piece molecular cluster, C3H4BrNO3 overall, computed with the ωB97M-V functional and the def2-TZVPD basis.

Its structure (SMILES) is [O-]/[N+](O)=C/Br.C=C=O. The HOMO energy comes out at -0.33150 hartree. The HOMO-LUMO gap is 9.7 eV. Its total energy is -2971.02635 hartree.

```
12
Properties=species:S:1:pos:R:3:forces:R:3
O -1.814 0.526 -0.221 -0.816 -0.433 -0.272
N -1.331 -0.005 -1.252 -0.258 1.198 1.497
O -2.145 -0.469 -2.244 0.165 -0.358 -0.845
C -0.081 -0.045 -1.459 3.012 -0.742 -1.129
Br 0.624 -0.860 -3.029 -0.243 0.253 0.439
H -3.050 -0.507 -1.922 -0.118 0.305 0.781
H 0.746 0.270 -0.765 -1.894 -0.132 -0.727
C 1.296 0.532 2.594 -0.657 -0.109 0.707
C 1.659 -0.218 1.582 -0.216 1.091 0.600
O 1.928 -0.749 0.592 0.389 -0.708 -0.231
H 1.960 0.830 3.413 -0.180 -0.249 -0.637
H 0.207 0.693 2.712 0.816 -0.116 -0.182
```
Forces are in eV/Å.

Atomic partial charges in e from the natural (NBO) method, atoms 1 to 5: -0.52 0.32 -0.52 -0.11 0.06



C5H11NO in the gas phase, computed with the ωB97M-V functional and the def2-TZVPD basis.

Its structure (SMILES) is C[C@H]1CN1CCO. The HOMO energy comes out at -0.34922 hartree. The HOMO-LUMO gap is 10.6 eV. Its total energy is -327.05992 hartree.

```
18
Properties=species:S:1:pos:R:3:forces:R:3
C 1.742 0.310 -1.391 0.033 0.032 0.001
C 1.001 -0.511 -0.368 0.023 -0.074 -0.205
C 1.359 -0.533 1.073 0.168 -0.087 0.173
N 0.196 0.203 0.609 -0.085 0.016 -0.018
C -1.116 -0.368 0.885 -0.099 -0.045 0.061
C -2.096 0.260 -0.095 -0.059 -0.406 -0.031
O -2.156 1.654 0.093 0.205 0.186 -0.022
H 1.058 0.649 -2.177 0.105 -0.051 0.100
H 2.541 -0.274 -1.861 -0.100 0.075 0.073
H 2.186 1.195 -0.923 -0.061 -0.124 -0.049
H 0.560 -1.436 -0.750 0.050 0.147 0.073
H 2.187 0.071 1.438 -0.135 -0.086 -0.074
H 1.187 -1.458 1.625 -0.006 0.146 -0.092
H -1.122 -1.470 0.803 0.012 0.154 -0.037
H -1.403 -0.098 1.908 0.033 -0.048 -0.116
H -1.783 0.010 -1.124 -0.062 0.055 0.154
H -3.106 -0.138 0.049 0.131 0.052 0.025
H -1.234 1.933 0.205 -0.154 0.057 -0.016
```
Forces are in eV/Å.

Atomic partial charges in e from the natural (NBO) method, atoms 1 to 5: -0.61 -0.08 -0.25 -0.43 -0.25



C3H12BCl2N2NiO2P3 as an isolated structure, computed with the ωB97M-V functional and the def2-TZVPD basis.

Its expectation value of S² is 2.03. The net charge is +2. The HOMO energy (spin up / spin down) comes out at -0.59967 / -0.56746 hartree. The HOMO-LUMO gap (spin up / spin down) is 7.1 / 4.1 eV. The multiplicity is 3. Its total energy is -3858.13588 hartree.

```
26
Properties=species:S:1:pos:R:3:forces:R:3
C 2.067 0.794 1.422 -0.769 -0.381 0.208
C 1.934 -0.837 1.214 -1.759 -0.544 -1.065
Cl 3.469 -1.821 1.700 -3.168 1.706 -0.987
C 0.701 -1.479 0.680 4.530 -0.121 1.352
Cl 0.676 -3.365 0.539 -0.248 3.023 0.134
P -0.860 -0.544 0.109 -0.341 -1.919 2.394
P -0.237 -1.020 -1.964 -1.239 -1.497 -3.822
N -1.430 -0.669 -3.029 1.370 -0.906 0.317
P -1.587 -0.272 2.157 -6.271 0.858 3.871
O -3.182 -0.056 2.188 5.214 -0.784 -0.897
B -1.005 1.313 -0.323 -1.097 6.471 -0.920
N -0.343 1.851 -1.599 -0.393 -1.228 1.714
O -1.683 2.344 0.525 3.966 -2.823 -0.708
H 1.148 1.108 2.114 2.152 -0.576 -1.387
H 3.076 1.088 1.943 -2.087 -0.781 -1.043
H 1.972 1.389 0.405 0.297 -1.408 1.924
H -2.056 -1.368 -0.135 0.996 0.541 0.112
H 1.001 -0.313 -2.305 -1.226 1.996 1.158
H 0.025 -2.434 -2.077 0.369 0.501 0.337
H -1.671 -1.592 -3.466 -0.366 0.957 0.340
H -0.977 0.861 2.841 0.146 -1.000 -0.657
H -1.275 -1.494 2.902 0.276 0.933 -0.740
H 0.195 2.726 -1.402 -1.030 -0.750 -0.537
H -1.053 1.975 -2.352 0.827 0.040 0.537
H -0.924 2.971 0.801 -1.946 -0.732 -0.638
Ni 2.018 -1.155 -2.886 1.795 -1.577 -0.998
```
Forces are in eV/Å.

Atomic partial charges in e from the natural (NBO) method, atoms 1 to 5: -0.70 0.08 0.10 -0.45 0.07



A 2-piece molecular cluster, C4H9N overall, computed with the ωB97M-V functional and the def2-TZVPD basis.

The HOMO energy comes out at -0.28531 hartree. The HOMO-LUMO gap is 7.2 eV. Its total energy is -212.37836 hartree.

```
14
Properties=species:S:1:pos:R:3:forces:R:3
C 0.952 1.193 -0.694 0.964 -0.980 -0.004
C 1.075 -0.367 -0.662 -0.781 1.435 -1.034
C -0.236 -1.025 -0.450 -0.526 -1.082 0.787
C -0.142 -0.812 1.804 0.267 -2.194 0.601
N -0.726 -1.274 0.744 0.933 1.438 -0.364
H 1.933 1.601 -0.441 -0.188 0.224 0.193
H 0.726 1.556 -1.694 -0.429 0.024 0.118
H 0.206 1.457 0.047 -0.008 0.522 -0.032
H 1.770 -0.653 0.122 -0.155 -0.195 0.400
H 1.445 -0.705 -1.630 0.124 -0.050 0.003
H -0.822 -1.430 -1.261 0.283 -0.301 -0.296
H -2.599 0.808 0.948 -0.160 -0.111 -0.106
H -0.831 -0.535 2.610 -0.328 1.006 -0.421
H -2.749 0.188 0.557 0.006 0.264 0.154
```
Forces are in eV/Å.

Atomic partial charges in e from the natural (NBO) method, atoms 1 to 5: -0.59 -0.48 0.11 0.01 -0.46



C9H13NO2Re as an isolated structure, computed with the ωB97M-V functional and the def2-TZVPD basis.

Its expectation value of S² is 3.77. The HOMO energy (spin up / spin down) comes out at -0.25549 / -0.32478 hartree. The HOMO-LUMO gap (spin up / spin down) is 7.7 / 8.9 eV. The multiplicity is 4. Its total energy is -634.12474 hartree.

```
26
Properties=species:S:1:pos:R:3:forces:R:3
C -0.495 0.970 -2.466 -0.147 -0.281 -0.259
C 0.902 1.108 -2.229 -0.015 -0.027 0.234
C 1.072 1.933 -1.081 0.453 -0.144 0.164
C -0.217 2.295 -0.602 -0.233 -0.199 0.262
C -1.188 1.696 -1.456 -0.246 0.128 0.162
Re -0.066 -0.082 -0.384 1.861 4.440 -0.539
N -1.380 -1.388 -0.355 -1.067 -3.432 -0.865
C -0.425 -2.433 -0.877 -0.584 -1.567 -0.184
C 0.964 -1.776 -1.073 -0.425 -0.397 0.730
H 2.027 2.206 -0.626 -0.423 -0.042 -0.235
H 1.701 0.660 -2.819 -0.335 0.175 0.268
H -0.429 2.896 0.284 0.095 -0.214 -0.396
H -2.272 1.766 -1.343 0.484 0.013 -0.064
H -0.957 0.374 -3.255 0.196 0.328 0.280
H 1.328 -1.850 -2.107 -0.148 0.238 0.435
H -0.376 -3.275 -0.157 -0.023 0.339 -0.311
H -2.354 -1.690 -0.360 0.584 0.641 0.244
H 1.720 -2.137 -0.359 -0.256 -0.006 -0.334
H -0.801 -2.824 -1.844 0.119 0.104 0.376
C 0.615 0.254 3.901 -0.826 0.159 1.850
O 0.709 0.149 2.529 1.256 -0.137 -1.977
C -0.366 0.113 1.704 -1.031 -0.320 0.722
O -1.504 0.191 2.145 0.871 0.219 -0.048
H 0.099 1.198 4.179 0.184 -0.590 0.034
H 1.635 0.262 4.336 -0.560 -0.020 -0.481
H 0.057 -0.614 4.314 0.216 0.591 -0.067
```
Forces are in eV/Å.

Atomic partial charges in e from the natural (NBO) method, atoms 1 to 5: -0.33 -0.27 -0.33 -0.28 -0.32



Here are the calculated largest force on an atom numbers, same order: 3.17, 3.30, 0.41, 7.42, 2.29, 4.84 (eV/A).